{"formula": "C6H10N2", "method": "the ωB97M-V functional and the def2-TZVPD basis", "smiles": "C[C@H](N)c1cc[nH]c1", "gap_ev": 8.83, "homo_energy_ev": -8.0295, "e_lumo_ev": 0.8, "total_energy_ha": -343.9541, "elements": ["C", "C", "N", "C", "C", "C", "N", "C", "H", "H", "H", "H", "H", "H", "H", "H", "H", "H"], "coordinates": [[0.95, 1.27, -1.39], [0.93, 0.86, 0.05], [2.26, 0.65, 0.75], [-0.24, 0.09, 0.21], [-1.05, -0.16, 1.46], [-1.93, -1.17, 1.22], [-1.87, -1.39, -0.11], [-0.89, -0.81, -0.80], [1.64, 2.29, -1.54], [1.46, 0.54, -2.04], [-0.17, 1.25, -1.88], [0.66, 1.69, 0.70], [2.01, -0.18, 1.56], [2.73, 0.09, -0.25], [-1.14, 0.42, 2.46], [-2.66, -1.72, 1.82], [-2.29, -2.21, -0.37], [-0.42, -1.49, -1.84]]}